Below is a structure of composition C44H67AuGeN6O2S2 in a non-equilibrium geometry, with properties calculated with ωB97M-V/def2-TZVPD.

Results
Highest occupied orbital energy (alpha / beta) (Ha): -0.64804 / -0.64804
LUMO level (alpha / beta) (Ha): -0.485 / -0.483
Total energy (eV): -141590.7177
2S+1: 1
Net charge: +4
ΔE to the lowest compared entry with this formula, charge and spin (kcal per mole): 17.6

XYZ file:
```
123
Properties=species:S:1:pos:R:3:forces:R:3:mulliken_charge:R:1
Au -0.191652 0.217473 -1.075135 0.631 0.026 -0.322 2.36
C 0.296248 -2.647027 -1.356435 0.266 0.100 0.341 -1.98
N -1.058452 -2.858427 -1.808435 -0.373 0.272 0.341 0.56
C -1.143952 -3.641927 -3.028135 -0.194 -0.290 -0.409 -1.40
C -2.090752 -2.247627 -1.214735 -0.134 -1.104 -0.430 -0.19
N -1.873752 -1.107827 -0.521835 -0.883 1.052 0.932 0.62
C -2.442552 -0.874527 0.693765 0.769 0.040 -1.094 0.09
C -2.715752 -2.009827 1.489265 -0.413 -0.428 1.049 -0.63
C -3.337052 -1.933927 2.715665 0.273 -0.649 -0.568 -1.51
C -3.735252 -0.699827 3.183265 -0.049 0.598 -0.048 -0.63
C -3.441952 0.472973 2.458465 0.174 -0.065 -0.387 1.49
C -3.915352 1.691973 2.984965 0.096 -0.424 0.031 -0.78
C -3.637452 2.884673 2.348365 0.324 0.634 -0.621 -1.41
C -2.870152 2.875773 1.203065 -0.566 0.543 1.012 -0.41
C -2.419552 1.682173 0.588265 0.952 -0.039 -1.076 0.55
N -1.639652 1.815373 -0.518735 -1.035 -0.942 0.953 0.91
C -1.635852 2.903473 -1.330035 -0.002 1.161 -0.307 0.11
N -2.788452 3.447873 -1.763435 0.588 -0.498 0.287 0.35
C -2.944352 4.838673 -2.149235 -0.035 0.674 -0.320 -1.30
C -4.045252 2.737573 -1.693035 -0.465 -0.330 -0.039 -1.10
N -0.449252 3.399473 -1.706235 -0.451 -0.290 0.278 0.37
C 0.737148 3.076973 -0.949635 0.146 -0.023 0.486 -2.41
C -0.165252 4.084073 -2.954835 -0.005 0.442 -0.452 -1.35
C -2.729352 0.427573 1.212565 -0.221 -0.062 0.240 -0.81
N -3.344152 -2.728227 -1.351935 0.736 0.355 0.067 0.34
C -3.633652 -4.139827 -1.502435 -0.152 -0.703 -0.224 -1.23
C -4.527052 -1.927927 -1.132835 -0.408 0.355 0.017 -0.69
H 0.865348 -3.564827 -1.504035 0.035 0.024 0.054 0.61
H 0.317248 -2.388627 -0.299635 0.070 -0.107 0.080 0.53
H 0.791748 -1.856427 -1.933235 0.047 -0.013 -0.203 0.38
H -0.948652 -4.698227 -2.838035 -0.031 0.021 0.012 0.31
H -0.386152 -3.282327 -3.725335 -0.002 0.084 0.046 0.45
H -2.118252 -3.535627 -3.491735 -0.055 0.010 -0.017 0.49
H -2.425552 -2.973827 1.102065 0.058 -0.154 0.014 0.73
H -3.535352 -2.833027 3.277765 -0.023 -0.070 0.095 0.55
H -4.278952 -0.617427 4.111165 -0.072 0.031 0.165 0.57
H -4.492052 1.685273 3.896965 -0.073 -0.029 0.147 0.63
H -3.991352 3.818673 2.758965 0.010 0.073 0.040 0.47
H -2.571652 3.813273 0.755665 -0.060 0.095 0.013 0.63
H -2.078552 5.438873 -1.884935 0.024 -0.083 0.023 0.46
H -3.813152 5.245173 -1.626235 0.064 -0.057 0.060 0.42
H -3.145752 4.942173 -3.217935 0.083 -0.035 0.037 0.43
H -3.879552 1.669873 -1.569535 -0.045 -0.010 -0.099 0.19
H -4.594552 2.913673 -2.619535 0.003 -0.052 0.048 0.47
H -4.664652 3.098773 -0.866935 0.021 0.017 -0.028 0.38
H 0.503648 2.993773 0.110865 0.100 0.023 -0.067 0.54
H 1.463448 3.877773 -1.085135 0.017 -0.062 0.016 0.50
H 1.190048 2.133173 -1.294235 0.090 0.066 -0.088 0.69
H -1.012052 4.069473 -3.630635 -0.054 -0.030 0.030 0.47
H 0.669548 3.582973 -3.446935 -0.043 -0.078 0.041 0.48
H 0.135748 5.115073 -2.765635 -0.070 0.016 -0.018 0.35
H -2.737252 -4.744827 -1.425635 0.019 0.006 0.016 0.40
H -4.131352 -4.343527 -2.452035 0.076 -0.011 -0.009 0.41
H -4.319152 -4.446227 -0.709835 0.017 0.063 0.052 0.41
H -4.305252 -0.870127 -1.236835 -0.005 0.072 -0.045 0.02
H -4.961652 -2.106027 -0.145735 0.009 -0.023 0.007 0.34
H -5.274252 -2.207327 -1.876735 0.029 0.047 0.013 0.49
C -0.914252 2.420073 5.721965 0.073 0.070 -0.143 -1.64
C -0.409052 2.148673 4.310865 0.065 -0.123 0.107 0.84
C 1.113648 2.191973 4.206265 -0.220 -0.006 0.107 -1.08
C 1.630248 1.770573 2.836365 0.180 -0.866 -0.189 0.44
Ge 1.771248 -0.213727 2.538565 0.561 0.361 -0.224 1.70
C 3.222148 -1.122227 3.621865 -0.526 0.544 -0.769 -0.50
C 2.929948 -1.278027 5.111865 -0.013 -0.167 0.328 -0.86
C 1.700248 -2.109727 5.467765 0.009 0.055 0.146 -0.76
C 0.408448 -1.304527 5.512465 0.273 -0.138 -0.037 -0.37
H -1.994452 2.302373 5.775165 -0.103 0.013 0.106 0.37
H -0.672752 3.436873 6.028565 -0.002 0.019 0.047 0.41
H -0.459552 1.740773 6.440765 -0.028 -0.051 0.044 0.30
H -0.832552 2.893973 3.630365 0.018 0.007 -0.126 0.30
H -0.774452 1.166973 3.974765 0.026 -0.007 -0.042 -0.30
H 1.557348 1.571773 4.987865 -0.011 0.042 0.083 0.12
H 1.451548 3.213273 4.395665 0.015 -0.019 0.068 0.62
H 2.654848 2.124773 2.699965 0.043 -0.087 -0.114 0.70
H 1.019848 2.209773 2.050265 -0.042 -0.050 -0.152 -0.82
H 0.534448 -1.051327 2.076665 0.210 0.254 0.305 -0.29
H 4.092848 -0.468827 3.513265 -0.065 -0.076 -0.142 0.49
H 3.447048 -2.092727 3.176565 -0.029 0.034 -0.076 0.42
H 2.870848 -0.297727 5.589865 0.023 0.002 0.044 0.38
H 3.815348 -1.769527 5.531565 -0.070 0.140 -0.049 0.46
H 1.850248 -2.541927 6.459765 0.016 -0.094 -0.133 0.38
H 1.606148 -2.939727 4.762765 0.018 -0.100 0.048 0.32
H 0.428848 -0.595227 6.337065 -0.004 0.144 -0.024 0.30
H -0.444852 -1.959527 5.663665 -0.169 -0.021 -0.056 0.42
H 0.252648 -0.748527 4.580365 -0.166 0.132 -0.081 -0.39
O 0.011048 0.116573 -3.393835 0.463 -0.226 0.335 -1.04
S -0.791152 0.969773 -4.370735 -0.447 -0.564 -0.310 0.39
C -0.493552 0.192573 -6.003535 -0.085 0.411 -0.018 -0.64
C -1.870552 -0.066927 -6.584435 -0.116 -0.206 -0.016 -0.84
C -2.692652 -0.655627 -5.443635 -0.044 -0.001 -0.136 -0.43
C -2.522452 0.319773 -4.287935 0.312 0.183 -0.271 0.35
H 0.057148 -0.722727 -5.790435 0.031 -0.017 0.125 0.29
H 0.113348 0.855573 -6.615335 0.093 0.039 0.074 0.47
H -1.814952 -0.745527 -7.434235 0.048 0.069 -0.056 0.42
H -2.315152 0.869473 -6.927435 -0.040 -0.041 -0.089 0.32
H -2.303852 -1.641627 -5.179835 -0.001 0.001 0.014 0.01
H -3.740252 -0.769627 -5.722235 -0.001 -0.002 0.076 0.49
H -2.651552 -0.110227 -3.296835 0.060 0.069 0.168 -0.65
H -3.173452 1.182873 -4.412535 -0.098 0.080 0.058 0.42
O 2.169948 -0.103527 0.452365 -0.037 0.088 0.357 -1.09
S 3.161448 -0.075327 -0.756635 1.203 -0.700 0.793 -0.15
C 4.827748 0.372273 -0.230935 -0.420 0.470 -0.235 0.69
C 5.438248 -0.193527 0.876965 -0.243 -0.045 0.210 -0.53
C 6.764348 0.097673 1.138465 -0.088 -0.087 -0.096 -0.93
C 7.483248 0.901073 0.260865 -0.099 0.079 -0.110 -0.60
C 6.861248 1.462673 -0.846135 0.187 -0.115 0.020 -0.82
C 5.525548 1.199173 -1.102135 -0.250 0.116 0.166 -0.50
C 3.625948 -1.783527 -1.054935 -0.370 -0.005 -0.376 1.20
C 3.484348 -2.785227 -0.112035 -0.235 0.258 0.118 -0.20
C 4.022048 -4.034127 -0.377035 0.097 0.039 -0.104 -0.90
C 4.693648 -4.260427 -1.571735 -0.041 -0.067 0.007 -0.72
C 4.778248 -3.261827 -2.533435 0.003 -0.072 0.072 -0.73
C 4.245848 -2.012327 -2.276035 -0.182 0.128 0.058 -0.83
H 4.882548 -0.856027 1.525065 0.055 -0.095 0.013 0.62
H 7.245148 -0.331327 2.003765 0.066 -0.041 0.065 0.49
H 8.533248 1.076973 0.434665 0.081 0.093 0.052 0.45
H 7.420148 2.094273 -1.519335 0.047 0.045 -0.047 0.46
H 5.035148 1.635673 -1.958835 -0.036 0.063 -0.135 0.49
H 2.956448 -2.585027 0.810165 0.003 -0.053 0.124 0.37
H 3.930148 -4.823427 0.351165 0.018 -0.106 0.099 0.53
H 5.147448 -5.223027 -1.755335 -0.022 -0.074 -0.044 0.46
H 5.256848 -3.453827 -3.480035 0.116 -0.029 -0.078 0.51
H 4.313848 -1.218927 -3.006335 0.087 0.060 -0.130 0.51
```
Forces are in eV/Å.